[1]
# C2H5FN2

One molecule with the formula C2H5FN2 in a non-equilibrium geometry (ωB97M-V/def2-TZVPD, the Open Molecules 2025 dataset).

Each line ends with the natural charge from an NBO analysis.
CARTESIAN COORDINATES (ANGSTROEM)
H  1.3085  -1.5661  -0.0870  0.32
N  1.6118  -0.5794  -0.0502  -0.68
C  0.4967  0.0399  0.0214  0.38
N  0.4015  1.4506  0.0928  -0.83
C  -0.7926  -0.6520  0.0784  -0.03
F  -1.8503  0.1796  -0.1027  -0.36
H  1.2792  1.9313  -0.2805  0.42
H  -0.5535  1.7601  -0.0010  0.41
H  -0.7686  -1.3684  -0.6728  0.18
H  -1.1327  -1.1955  1.0018  0.19

Properties
- charge = 0
- E_LUMO (Ha) = 0.0352
- HOMO energy (eV) = -9.5
- calculated total energy (eV) = -7852.125
- SMILES string = [H]/N=C(/N)CF
- multiplicity = 1
- HOMO-LUMO gap (eV) = 10.42

[2]
# C2H5FNO

A 2-piece molecular cluster, C2H5FNO overall in a non-equilibrium geometry (ωB97M-V/def2-TZVPD, the Open Molecules 2025 dataset).

Each line ends with the natural charge from an NBO analysis.
CARTESIAN COORDINATES (ANGSTROEM)
C  1.9279  0.0388  0.3177  -0.90
C  -1.3939  -0.7387  -0.7839  0.15
N  -1.9529  -0.0137  0.0654  -0.24
O  -1.9053  -0.1582  1.3494  -0.72
F  -1.6914  -0.0943  -2.0586  -0.48
H  2.6188  -0.2753  1.1258  0.19
H  0.8999  -0.4350  0.4540  0.27
H  1.9580  1.1562  0.5569  0.20
H  2.0861  -0.2572  -0.7355  0.22
H  -2.5472  0.7774  -0.2913  0.31

Properties
- charge = -1
- E_LUMO (Ha) = 0.1617
- HOMO energy (eV) = -2.9
- calculated total energy (eV) = -8407.365
- multiplicity = 1
- HOMO-LUMO gap (eV) = 7.34

[3]
# C2H5FNO

A 2-piece molecular cluster, C2H5FNO overall in a non-equilibrium geometry (ωB97M-V/def2-TZVPD, the Open Molecules 2025 dataset).

Each line ends with the natural charge from an NBO analysis.
CARTESIAN COORDINATES (ANGSTROEM)
C  2.0705  -0.7095  -0.4409  -0.79
C  0.6728  -0.1726  -0.5343  -0.05
N  -0.4314  -1.2167  -0.7066  -0.36
F  -1.3986  -1.0686  0.2318  -0.33
H  2.7899  -0.5460  0.4696  0.19
H  2.4107  -1.4007  -1.3519  0.18
H  0.4818  0.9999  -0.5218  0.16
O  -2.3504  1.7049  0.7965  -0.97
H  -1.8181  1.6088  1.6005  0.46
H  -2.4273  0.8005  0.4572  0.49

Properties
- charge = -1
- E_LUMO (Ha) = 0.1583
- HOMO energy (eV) = -1.4
- calculated total energy (eV) = -8404.334
- multiplicity = 1
- HOMO-LUMO gap (eV) = 5.66

[4]
# C2H5FO2

One molecule with the formula C2H5FO2 in a non-equilibrium geometry (ωB97M-V/def2-TZVPD, the Open Molecules 2025 dataset).

Each line ends with the natural charge from an NBO analysis.
CARTESIAN COORDINATES (ANGSTROEM)
O  1.6869  0.1187  0.0310  -0.70
C  0.3779  -0.2340  -0.2697  -0.12
C  -0.6457  0.2619  0.6591  0.45
O  -1.8895  0.1759  0.1283  -0.70
F  -0.5031  -0.4254  1.8374  -0.36
H  1.7076  0.6202  0.8838  0.47
H  0.4534  -1.2514  -0.1918  0.18
H  0.0208  -0.0922  -1.3069  0.18
H  -0.2673  1.3289  0.8239  0.10
H  -2.6087  0.4331  0.7414  0.49

Properties
- charge = 0
- E_LUMO (Ha) = 0.0264
- HOMO energy (eV) = -10.5
- calculated total energy (eV) = -8966.595
- SMILES string = OC[C@@H](O)F
- multiplicity = 1
- HOMO-LUMO gap (eV) = 11.20

[5]
# C2H5FOS

One molecule with the formula C2H5FOS in a non-equilibrium geometry (ωB97M-V/def2-TZVPD, the Open Molecules 2025 dataset).

Each line ends with the natural charge from an NBO analysis.
CARTESIAN COORDINATES (ANGSTROEM)
C  -0.5821  -0.1320  -0.3388  -0.63
C  0.6593  0.0496  0.6143  -0.62
O  2.3167  -1.1560  2.3616  -0.88
F  1.2648  -2.5193  0.4579  -0.53
S  1.0101  -1.4174  1.7341  1.51
H  -0.7612  -1.0890  -0.9016  0.24
H  -1.4507  0.0204  0.2236  0.21
H  -0.4418  0.5161  -1.1343  0.22
H  0.6283  0.8206  1.4092  0.23
H  1.4730  0.3120  -0.1283  0.25

Properties
- charge = 0
- E_LUMO (Ha) = 0.0250
- HOMO energy (eV) = -10.1
- calculated total energy (eV) = -17754.093
- multiplicity = 1
- HOMO-LUMO gap (eV) = 10.74

[6]
# C2H5FS

C2H5FS as an isolated structure in a non-equilibrium geometry (ωB97M-V/def2-TZVPD, the Open Molecules 2025 dataset).

Each line ends with the natural charge from an NBO analysis.
CARTESIAN COORDINATES (ANGSTROEM)
C  -1.0064  0.2079  -0.1759  0.23
C  -0.3131  0.9687  0.6513  -0.50
H  -1.9105  -0.3390  0.0750  0.18
H  -0.6393  1.0815  1.6788  0.22
H  0.5836  1.4859  0.3255  0.21
H  1.6865  -0.4511  0.2847  0.13
H  1.0004  -2.1128  -0.4685  0.14
F  -0.6505  0.0301  -1.4586  -0.35
S  1.2494  -0.8712  -0.9123  -0.26

Properties
- charge = 0
- E_LUMO (Ha) = 0.0357
- HOMO energy (eV) = -8.4
- calculated total energy (eV) = -15704.781
- multiplicity = 1
- HOMO-LUMO gap (eV) = 9.35

[7]
# C2H5I2N

C2H5I2N as an isolated structure in a non-equilibrium geometry (ωB97M-V/def2-TZVPD, the Open Molecules 2025 dataset).

Each line ends with the natural charge from an NBO analysis.
CARTESIAN COORDINATES (ANGSTROEM)
C  -0.1430  -0.6428  -0.5992  -0.45
C  -0.7082  0.9492  1.2966  -0.47
N  -1.2115  -0.4643  0.3764  -0.59
I  -2.1221  1.4593  2.7095  0.20
I  -3.0091  0.0050  -0.4904  0.26
H  0.7101  -0.9913  -0.0755  0.20
H  -0.3180  -1.3428  -1.4065  0.22
H  0.3329  0.3738  -1.0070  0.16
H  -0.5586  1.7239  0.4542  0.22
H  0.3224  0.5941  1.8304  0.24

Properties
- charge = 0
- E_LUMO (Ha) = 0.0017
- HOMO energy (eV) = -8.8
- calculated total energy (eV) = -19843.947
- multiplicity = 1
- HOMO-LUMO gap (eV) = 8.89

[8]
# C2H5I2N2

C2H5I2N2 as an isolated structure in a non-equilibrium geometry (ωB97M-V/def2-TZVPD, the Open Molecules 2025 dataset).

Each line ends with the natural charge from an NBO analysis.
CARTESIAN COORDINATES (ANGSTROEM)
C  0.2522  -0.9581  -1.2003  0.45
C  -0.1777  -0.1240  1.0747  -0.50
N  3.4218  0.2083  -0.9614  -1.02
N  0.1263  -0.3967  -0.2233  -0.16
I  3.7936  -1.4969  0.1945  0.32
I  3.0616  1.9343  0.0380  0.34
H  0.5429  -0.9437  -2.2428  0.31
H  -0.1191  0.9844  1.1699  0.28
H  0.7652  -0.5485  1.5779  0.29
H  -1.2361  -0.3237  1.3875  0.30
H  4.2257  0.4156  -1.5247  0.38

Properties
- charge = +1
- E_LUMO (Ha) = -0.1933
- HOMO energy (eV) = -12.5
- calculated total energy (eV) = -21325.928
- multiplicity = 1
- HOMO-LUMO gap (eV) = 7.24

[9]
# C2H5I2NO

C2H5I2NO as an isolated structure in a non-equilibrium geometry (ωB97M-V/def2-TZVPD, the Open Molecules 2025 dataset).

Each line ends with the natural charge from an NBO analysis.
CARTESIAN COORDINATES (ANGSTROEM)
C  -0.5573  -0.4420  -0.6078  -0.30
C  -0.9965  0.8613  -0.0708  -0.15
N  1.9670  -0.8710  -0.6274  -0.70
O  -1.2987  0.8146  1.3324  -0.72
I  2.4361  0.6448  0.6164  0.38
I  2.0636  -2.7920  0.2103  0.32
H  -0.7588  -1.3683  -0.2521  0.18
H  -0.3527  -0.3431  -1.5940  0.16
H  -1.8418  1.2115  -0.6430  0.20
H  -0.1982  1.6684  -0.1491  0.17
H  -0.4626  0.6158  1.7850  0.46

Properties
- expectation value of S² = 2.0181
- charge = 0
- E_LUMO (alpha / beta) (Ha) = -0.0468 / -0.0764
- HOMO energy (alpha / beta) (eV) = -7.8 / -9.7
- calculated total energy (eV) = -21888.314
- multiplicity = 3
- HOMO-LUMO gap (alpha / beta) (eV) = 6.57 / 7.64

[10]
# C2H5I4N2

C2H5I4N2 as an isolated structure in a non-equilibrium geometry (ωB97M-V/def2-TZVPD, the Open Molecules 2025 dataset).

Each line ends with the natural charge from an NBO analysis.
CARTESIAN COORDINATES (ANGSTROEM)
C  -0.6325  0.7180  0.7271  0.02
C  -0.2126  -0.4692  1.3997  -0.04
N  -1.6244  0.8512  -0.1785  -0.77
N  1.0726  -0.7734  1.7984  -0.83
I  0.8759  -0.2654  -2.3320  -0.13
I  0.4811  2.5133  0.8786  0.30
I  -1.1745  -2.3631  0.8202  0.27
I  -1.6608  0.3174  3.2915  0.34
H  -1.7301  1.9094  -0.4322  0.43
H  -2.4041  0.3219  -0.3519  0.43
H  1.4603  -1.6862  1.6267  0.43
H  0.4236  0.6094  -3.6486  0.13
H  1.7010  -0.0867  2.0611  0.41

Properties
- expectation value of S² = 2.0076
- charge = +1
- E_LUMO (alpha / beta) (Ha) = -0.1725 / -0.2725
- HOMO energy (alpha / beta) (eV) = -11.5 / -12.8
- calculated total energy (eV) = -37527.701
- multiplicity = 3
- HOMO-LUMO gap (alpha / beta) (eV) = 6.77 / 5.42